[1]
Molecular formula: C17H30FO9
Method: DFT, ωB97M-V/def2-TZVPD

Output
gap between HOMO and LUMO = 7.21 eV
2S+1 = 1
LUMO energy = 2.4 eV
charge = -1

Geometry (Å):
F1 4.119 4.001 1.740
H1 0.505 -2.093 4.960
H2 -2.755 -2.448 -3.194
C1 1.262 2.053 -2.041
H3 -3.595 -1.091 -2.461
C2 -3.815 -2.932 -1.373
O1 4.574 0.508 -1.670
H4 -1.070 -3.869 -2.848
H5 1.550 2.867 0.410
C3 -0.871 -2.437 -1.216
C4 3.574 3.498 0.594
C5 0.654 -1.234 4.292
C6 -3.002 -1.977 -2.234
H6 -2.355 -0.768 3.065
H7 -4.098 -2.451 -0.436
H8 1.575 2.980 -1.556
H9 0.471 -3.922 -1.993
H10 1.678 -0.787 2.436
C7 1.487 -1.637 3.086
O2 3.503 0.489 1.414
H11 1.186 -0.477 4.869
H12 -3.259 -3.839 -1.132
O3 3.773 2.047 -3.157
O4 -1.840 -1.481 -1.605
C8 -1.476 -1.400 3.199
H13 -2.346 -2.553 4.806
C9 -1.154 3.750 -1.258
C10 2.458 2.552 0.923
H14 -1.055 -1.570 2.205
C11 2.806 1.087 0.652
H15 -0.411 0.733 -2.172
H16 -1.271 -3.097 -0.436
O5 -1.134 2.622 -1.973
C12 -2.004 4.802 -1.915
H17 1.003 -2.412 2.489
H18 2.279 2.599 1.998
C13 2.249 0.928 -1.736
H19 -0.072 -1.851 -0.759
H20 -0.207 1.387 -0.558
O6 -0.591 3.898 -0.199
H21 -2.607 -3.231 3.188
H22 -1.036 -3.390 3.969
C14 -1.886 -2.721 3.830
H23 1.927 0.035 -2.284
H24 -3.053 4.509 -1.853
H25 0.131 -2.600 -3.118
H26 -1.854 5.738 -1.376
H27 -4.721 -3.229 -1.902
H28 1.266 2.220 -3.118
H29 2.449 -2.028 3.417
C15 -0.136 1.633 -1.618
O7 3.968 3.847 -0.448
O8 2.139 0.491 -0.341
O9 -0.592 -0.629 3.983
H30 -1.724 4.929 -2.960
C16 -0.307 -3.255 -2.364
C17 3.713 1.206 -2.222

=====

[2]
Molecular formula: C17H30N
Method: DFT, ωB97M-V/def2-TZVPD

Output
SMILES string = CCCCCCCC[N+](C)(C)Cc1ccccc1
energy relative to the best compared isomer or geometry (same formula, charge and spin) = 4.1 kcal/mol
gap between HOMO and LUMO = 10.46 eV
2S+1 = 1
LUMO energy = -2.4 eV
charge = +1

Geometry (Å):
C1 1.688 0.498 5.565
C2 -0.708 -1.316 -1.389
C3 -0.937 -0.358 -3.766
H1 -1.574 0.643 -1.094
H2 -1.846 1.227 2.882
H3 1.327 -0.423 2.211
H4 1.420 3.817 5.009
C4 0.500 -0.827 1.630
H5 -0.395 -2.366 -3.228
C5 0.508 0.103 -4.009
H6 -1.525 0.460 -3.345
H7 0.690 1.831 1.572
H8 -0.312 3.031 3.467
H9 2.706 2.203 6.362
H10 -0.707 -2.274 -0.863
H11 0.148 -1.739 2.108
C6 1.180 -1.777 -5.599
H12 -1.513 -0.450 3.355
H13 1.621 -1.980 -6.572
C7 1.233 2.759 4.913
C8 1.042 -0.274 -5.393
H14 -2.633 0.209 1.099
C9 0.263 2.312 4.034
C10 -0.082 1.396 0.940
H15 0.301 -0.901 -1.352
H16 -0.890 2.115 0.821
N1 -0.589 0.163 1.562
H17 0.504 -1.009 4.628
C11 1.952 1.853 5.674
H18 0.349 1.178 -0.034
H19 2.022 0.192 -5.522
H20 0.212 -2.270 -5.560
C12 0.005 0.950 3.901
H21 1.174 -0.326 -3.257
H22 -1.393 -0.604 -4.725
H23 2.230 -0.211 6.171
H24 0.852 -1.069 0.632
C13 -1.067 0.465 2.961
H25 -1.923 -1.408 1.150
H26 0.380 0.139 -6.157
C14 0.718 0.049 4.686
H27 1.825 -2.211 -4.837
C15 -1.058 -1.584 -2.857
H28 -2.711 -0.684 -1.037
H29 -2.079 -1.967 -2.909
C16 -1.763 -0.384 0.805
C17 -1.711 -0.372 -0.724
H30 0.564 1.190 -3.912

=====

[3]
Molecular formula: C17H31AsBN3O11S6TcTe
Method: DFT, ωB97M-V/def2-TZVPD

Output
energy relative to the best compared isomer or geometry (same formula, charge and spin) = 0.0 kcal/mol
gap between HOMO and LUMO = 5.42 eV
2S+1 = 1
LUMO energy = 1.2 eV
charge = -1

Geometry (Å):
O1 -3.444 0.192 1.031
H1 2.932 -4.094 5.726
H2 2.289 -2.493 6.122
C1 3.878 -2.138 3.779
H3 1.218 -3.735 5.475
C2 2.225 -3.322 5.420
N1 -0.962 0.746 -3.494
H4 5.679 -1.563 4.766
O2 -1.713 -0.619 2.585
H5 1.893 -0.380 -2.392
C3 0.199 0.036 -3.726
O3 -0.348 -1.463 0.124
H6 2.316 -3.688 1.991
H7 2.897 -4.847 3.205
S1 1.451 2.903 0.639
O4 -1.262 1.206 0.997
H8 -1.381 2.017 -6.068
As1 2.581 2.524 2.465
H9 -1.932 -2.693 0.388
H10 4.313 -1.719 5.868
H11 -2.227 0.075 -5.003
C4 -2.126 0.936 -4.351
C5 -4.415 3.434 -4.434
S2 -3.544 2.775 -5.839
H12 -3.125 2.587 2.503
C6 -5.763 3.989 -4.868
O5 -3.262 3.872 -6.729
C7 -2.732 1.717 3.022
C8 -0.889 1.168 -2.209
H13 5.548 -2.003 2.453
H14 -2.428 2.630 -2.334
H15 -2.674 1.402 -1.057
H16 -0.374 -3.530 0.052
O6 1.560 -1.217 -5.012
C9 1.040 -1.333 0.300
H17 -2.998 0.957 -3.699
H18 -5.635 4.806 -5.575
C10 2.486 -2.868 3.991
Tc1 0.729 0.663 0.485
H19 -4.534 2.627 -3.711
N2 0.575 -0.511 -4.986
C11 0.925 0.047 -2.575
H20 5.109 -3.169 5.233
C12 -0.864 -2.719 0.589
H21 -6.294 4.363 -3.994
H22 -0.695 -2.815 1.661
C13 4.792 -2.154 4.993
B1 2.173 -0.689 3.429
S3 2.792 3.944 3.936
S4 -2.279 0.481 1.842
O7 1.505 -1.839 3.702
O8 -4.265 1.620 -6.315
C14 -1.994 2.204 -5.185
C15 -1.936 2.012 -1.583
O9 -0.104 -0.222 -5.964
Te1 3.467 0.344 -0.039
H23 -1.544 3.023 -4.624
H24 -6.367 3.213 -5.334
H25 4.915 -3.649 2.619
H26 -1.846 1.982 3.592
S5 4.450 1.762 1.668
H27 -3.491 1.286 3.671
O10 3.513 -0.754 3.546
H28 -3.778 4.210 -4.008
C16 2.219 -4.011 3.024
H29 1.197 -4.360 3.179
O11 1.741 -2.303 0.411
C17 4.637 -2.597 2.543
H30 -1.472 2.650 -0.836
N3 0.233 0.754 -1.632
H31 4.050 -2.434 1.641
S6 1.169 0.780 2.909

=====

> The lowest gap between HOMO and LUMO belongs to which entry?

C17H31AsBN3O11S6TcTe

=====

> charge of number 3 (C17H31AsBN3O11S6TcTe)?

-1